Formula: C5H11N
Source: OMol25
Level of theory: ωB97M-V/def2-TZVPD

Net charge: +1
Lowest unoccupied orbital energy (alpha / beta), Ha: -0.1119 / -0.2300
Spin multiplicity: 2
Gap between HOMO and LUMO (alpha / beta), eV: 10.828 / 10.293

Each line ends with the Mulliken spin population.
Element x y z (Å)
C 0.8582 -2.3335 0.4364  -0.02
N 1.0372 -0.8896 0.2041  0.30
C 0.1052 0.0135 0.0163  0.19
C 0.5492 1.2925 -0.3354  0.43
C -0.3742 2.4539 -0.4954  0.00
C -1.3376 -0.3707 0.1072  0.00
H 1.8363 -2.7398 0.6448  0.00
H 0.1624 -2.5006 1.2546  0.01
H 0.4581 -2.7579 -0.4656  0.02
H 1.9845 -0.5614 0.0664  -0.02
H 1.6011 1.5460 -0.2696  0.01
H -0.8803 2.4269 -1.4653  0.05
H -1.1196 2.4450 0.2932  0.03
H 0.1794 3.3833 -0.3994  0.00
H -1.7775 -0.2949 -0.8790  0.00
H -1.8198 0.2749 0.8173  0.00
H -1.4626 -1.3875 0.4695  0.00

Force components x, y, z for each atom (eV/Å):
C 0.01 0.84 0.10
N 0.38 -0.54 0.10
C -0.14 -0.41 -0.34
C -0.61 1.29 0.60
C 0.48 -0.29 -0.01
C 0.73 -0.32 0.14
H 0.05 -0.22 0.14
H 0.19 -0.06 0.10
H -0.15 -0.41 -0.40
H 0.11 -0.16 0.10
H 0.15 -0.42 -0.24
H -0.07 0.07 0.05
H -0.35 -0.05 0.02
H 0.00 0.04 -0.21
H -0.32 0.18 -0.13
H -0.47 0.46 0.10
H 0.01 0.02 -0.12

Formula: C5H11N
Source: OMol25
Level of theory: ωB97M-V/def2-TZVPD

Net charge: +1
Lowest unoccupied orbital energy (alpha / beta), Ha: -0.1366 / -0.2623
Spin multiplicity: 2
Gap between HOMO and LUMO (alpha / beta), eV: 10.783 / 9.175

Each line ends with the Mulliken spin population.
Element x y z (Å)
C 0.8333 0.8254 -1.9484  0.06
C 1.5087 0.5552 -0.5524  0.04
N -1.1817 0.8021 0.5548  0.21
C -0.5590 -0.4048 0.5892  0.27
C 0.7316 -0.5553 0.0470  0.34
C -1.2652 -1.4586 1.4042  0.01
H 1.1025 0.0525 -2.6378  -0.01
H 1.0922 1.8088 -2.3067  0.01
H -0.2617 1.0051 -1.9035  0.00
H 2.5403 0.3104 -0.7682  0.00
H 1.3014 1.4345 0.0505  0.02
H -1.8164 0.8518 1.3461  -0.01
H -0.6256 1.6495 0.5244  0.00
H 1.2256 -1.4690 0.3610  0.02
H -1.9090 -1.0480 2.2009  0.01
H -0.5296 -2.1932 1.7241  0.00
H -2.1627 -1.8804 0.9462  0.02

Force components x, y, z for each atom (eV/Å):
C -0.93 1.13 0.59
C -1.99 -0.56 -1.34
N 0.72 -1.00 1.52
C -1.16 1.15 0.54
C 0.77 -0.15 1.01
C -0.50 0.35 -0.30
H -0.07 -0.26 -0.50
H 0.99 0.16 -0.32
H 0.43 -0.95 0.21
H 0.18 0.17 0.66
H 0.77 0.30 0.18
H -0.56 0.34 -0.52
H 0.00 -0.03 -0.74
H -0.02 -0.18 -0.50
H 1.25 0.40 0.51
H -0.51 -0.20 0.18
H 0.63 -0.67 -1.16

Formula: C5H11N2
Source: OMol25
Level of theory: ωB97M-V/def2-TZVPD

Net charge: +1
Lowest unoccupied orbital energy, Ha: -0.1630
Spin multiplicity: 1
Gap between HOMO and LUMO, eV: 8.847

Each line ends with the Löwdin charge.
Element x y z (Å)
C 0.2413 1.7041 -0.2047  0.06
C 0.6588 1.3139 1.0004  0.10
C -2.3449 0.3956 -0.3955  -0.11
C 2.2256 -1.2424 0.0108  -0.10
C -1.6193 -0.5534 0.3726  0.06
N 1.1746 -0.5471 -0.6972  -0.08
N 0.3348 0.2042 0.0687  -0.15
H 0.4549 2.4231 -0.9139  0.11
H 0.9463 1.3958 2.0669  0.15
H -2.5827 0.1038 -1.4120  0.09
H -3.2304 0.7599 0.1237  0.10
H -1.7477 1.4996 -0.5512  0.15
H 2.0761 -1.2368 1.1355  0.10
H 2.4200 -2.2857 -0.3148  0.09
H 3.3071 -0.7311 -0.2066  0.13
H -1.3039 -1.5023 -0.0482  0.10
H -1.6908 -0.5940 1.3770  0.06
H 0.6801 -1.1072 -1.4114  0.16

Force components x, y, z for each atom (eV/Å):
C 1.19 -2.42 4.51
C -0.55 -0.44 -2.18
C -0.06 3.24 -0.96
C 3.49 0.39 0.78
C 3.40 -0.07 -3.36
N 0.94 -0.99 -0.43
N -3.57 1.44 0.47
H -0.18 1.13 -1.70
H 0.01 -0.07 -1.11
H -0.01 -0.16 -0.03
H -0.13 -0.09 -0.03
H -0.91 -2.55 0.64
H 0.06 -0.07 -1.36
H -0.72 0.61 0.11
H -2.60 -0.89 0.65
H -0.36 0.02 -0.16
H -0.15 0.23 3.33
H 0.16 0.70 0.86

Formula: C5H11N2
Source: OMol25
Level of theory: ωB97M-V/def2-TZVPD

Net charge: +1
Lowest unoccupied orbital energy, Ha: -0.2078
Spin multiplicity: 1
Gap between HOMO and LUMO, eV: 8.112

Each line ends with the Löwdin charge.
Element x y z (Å)
C -0.2736 2.7400 -0.7960  0.16
C -1.5480 0.2907 1.5224  0.09
C -0.8588 1.5591 -0.5512  -0.18
C -0.8267 0.8021 0.5868  -0.04
C 1.1204 -1.8723 0.1754  -0.30
N 0.4952 -2.1843 -1.0804  0.04
N 1.0159 -0.4503 0.4787  0.04
H -0.4534 2.9876 -1.8863  0.12
H 0.2370 3.3889 -0.1826  0.07
H -1.4170 -0.5718 2.1827  0.10
H -2.3300 0.8293 2.0470  0.11
H -1.1873 0.9311 -1.4082  0.14
H 0.4667 -2.3344 0.8404  0.09
H 2.2233 -2.2354 0.2922  0.17
H -0.4610 -2.0285 -1.1286  0.05
H 0.8263 -1.7627 -1.9239  0.07
H 1.7122 -0.0984 1.2425  0.17
H 1.2587 0.0094 -0.4108  0.10

Force components x, y, z for each atom (eV/Å):
C -1.96 -1.43 -3.67
C 0.08 -0.56 2.16
C 1.31 -0.21 -2.16
C 0.16 -2.00 2.31
C 0.79 -0.58 -1.10
N 2.03 -0.27 -0.28
N 1.06 3.12 0.31
H 0.66 0.47 1.49
H 0.90 1.19 1.54
H 0.85 -0.07 -0.72
H -0.57 0.67 -0.98
H -0.26 0.91 0.39
H -0.42 -1.27 1.77
H -2.06 0.53 -0.43
H -2.21 -0.02 0.64
H 1.07 0.14 -0.32
H -1.70 -0.79 -1.67
H 0.26 0.16 0.72

Formula: C5H11N2
Source: OMol25
Level of theory: ωB97M-V/def2-TZVPD

Net charge: +1
Lowest unoccupied orbital energy, Ha: -0.1253
Spin multiplicity: 1
SMILES: C[N+](C)=CN1CC1
Gap between HOMO and LUMO, eV: 10.842

Each line ends with the Löwdin charge.
Element x y z (Å)
C 1.0740 0.3798 -1.0157  -0.07
N 0.8293 -0.4854 0.0340  -0.09
C 2.1731 -1.0274 0.9860  0.10
C -0.2827 -0.8389 0.5767  -0.07
N -1.3562 -0.2876 0.0528  0.01
C -2.6072 0.3051 -0.0775  -0.07
C -1.4552 1.0725 -0.3412  -0.15
H 0.9707 -0.1347 -1.9891  0.13
H 0.4219 1.3237 -0.9807  0.10
H 2.1063 0.7489 -0.9871  0.11
H 3.0573 -0.7689 0.2964  0.11
H 2.2609 -0.3809 1.8976  0.10
H 2.1575 -2.0558 1.2466  0.06
H -0.4600 -1.6355 1.3747  0.20
H -3.1603 0.4332 0.8176  0.13
H -3.1811 0.0586 -0.9757  0.15
H -1.1357 1.3877 -1.3167  0.11
H -1.4126 1.9055 0.4013  0.16

Force components x, y, z for each atom (eV/Å):
C 0.43 2.71 -2.10
N 4.28 -3.45 5.52
C 0.18 3.53 -2.41
C -2.48 -1.10 0.20
N 1.91 0.22 -0.35
C -3.88 -1.59 -0.81
C 0.38 3.68 0.43
H -0.32 0.30 0.34
H 1.62 -1.65 -0.17
H -0.20 -0.29 0.16
H -1.42 -0.67 1.13
H -0.48 -0.50 -0.96
H -0.60 -0.90 -0.21
H 1.00 1.06 -1.19
H -0.62 0.32 0.61
H -0.01 -0.58 0.51
H -0.84 -0.16 -0.44
H 1.09 -0.91 -0.28

Formula: C5H11N2
Source: OMol25
Level of theory: ωB97M-V/def2-TZVPD

Net charge: +1
Lowest unoccupied orbital energy, Ha: -0.1898
Spin multiplicity: 1
SMILES: C=[N+](C)/C(C)=N/C
Gap between HOMO and LUMO, eV: 9.137

Each line ends with the Löwdin charge.
Element x y z (Å)
C -0.9940 1.5854 -1.4903  0.20
N -0.6119 1.0257 -0.4205  -0.05
C -1.1998 1.6261 0.7345  -0.04
C 0.2334 -0.2219 -0.0718  -0.26
C 0.5976 -1.0824 -1.2168  0.02
N 0.3400 -0.4994 1.1568  0.04
C 0.8832 -1.6758 1.6941  -0.08
H -1.6691 2.3990 -1.3621  0.12
H -0.8308 1.2472 -2.4852  0.12
H -0.4097 1.6066 1.5580  0.13
H -1.5654 2.5504 0.5766  0.05
H -2.1216 1.0571 1.1027  0.15
H 1.5113 -1.5636 -0.9484  0.09
H 0.8327 -0.4197 -2.0104  0.07
H -0.2874 -1.6380 -1.4190  0.11
H 0.3758 -1.7924 2.6937  0.12
H 1.9480 -1.6147 1.8092  0.10
H 0.8082 -2.5004 0.9522  0.10

Force components x, y, z for each atom (eV/Å):
C 0.04 -0.92 -0.71
N 0.12 -0.48 1.01
C 0.59 -3.13 4.55
C -0.38 -0.75 1.34
C 0.07 1.80 0.65
N -1.04 3.10 -2.24
C -0.42 -1.41 0.15
H -0.25 0.61 -0.18
H 0.73 -0.44 -0.55
H -1.42 0.19 -1.00
H -0.68 3.26 -0.86
H 1.54 0.19 -0.50
H 0.24 -1.03 -0.09
H 0.18 0.28 -1.27
H -0.25 -1.14 -0.55
H 0.77 -0.59 -1.17
H 0.67 0.50 0.51
H -0.52 -0.07 0.91

The records above yield maximum force values of 0.030 0.048 0.102 0.086 0.152 0.108 hartree/bohr, respectively.
The records above yield energy above the lowest of the compared OMol25 structures with the same formula, charge and spin values of 18.3 105.3 690.0 441.0 363.7 233.8 kJ/mol, respectively.